Below is one molecule with the formula C5H9I in a non-equilibrium geometry, with properties calculated with ωB97M-V/def2-TZVPD.

SMILES string   CC1(C)C[C@@H]1I
LUMO   0.0229 Eh
HOMO-LUMO gap   8.98 eV
Largest force on an atom   3.8 eV/Å
Charge   0
E   -13429.566 eV
HOMO   -0.307 Eh

Each line ends with the Löwdin charge.
Cartesian coordinates (Å):
C 0.539 1.090 -0.619  -0.083
C -0.051 -0.091 0.085  -0.466
C 0.273 -0.254 1.540  -0.093
C -1.253 -0.783 -0.565  -0.181
C 0.010 -1.567 -0.959  -0.593
I 0.400 -3.469 -0.017  0.718
H 0.464 0.777 -1.691  0.082
H 1.586 1.380 -0.284  0.101
H -0.027 2.068 -0.557  0.093
H 1.338 -0.471 1.679  0.085
H -0.353 -0.904 2.108  0.058
H 0.002 0.749 1.894  0.086
H -1.742 -0.196 -1.264  0.078
H -1.956 -1.167 0.076  0.072
H 0.655 -1.451 -1.837  0.042

Atoms 1-3, force components in eV/Å:
0.24 0.86 -1.01
-0.20 -3.50 -1.54
-0.07 1.30 -0.58